This record from OMol25 describes an isolated ion of composition C5H14N3P2 and charge +1. The level of theory is wB97M-V/def2-TZVPD.

The value obtained for the HOMO energy is -12.9 eV. Its charge is +1. As for the spin multiplicity: 1. The energy relative to the best compared isomer or geometry (same formula, charge and spin) is 2.458 eV. Its orbital gap is 8.82 eV. The calculation puts the LUMO energy at -0.1485 Ha. As for the total energy: -28451.9873 eV.

Positions of all 24 atoms, in Å:
C: 1.003089 -2.242538 0.333370
N: 1.769845 -1.458003 -0.162117
P: 1.461742 0.314255 -0.162186
C: 2.634525 0.933096 -1.393639
C: 1.743799 0.561967 1.596163
N: 0.026545 0.634369 -0.567999
P: -1.430050 -0.069352 -0.121200
C: -2.246170 -0.724768 -1.583266
C: -2.238717 1.322243 0.789660
N: -0.987222 -1.143690 0.978763
H: 0.599139 -3.110422 0.703455
H: 2.244193 0.615144 -2.269955
H: 2.596830 1.962910 -1.382438
H: 3.626038 0.373416 -1.101859
H: 1.183831 -0.273599 2.172231
H: 2.839114 0.755147 1.823481
H: 1.097875 1.471316 1.898706
H: -2.829723 0.131550 -2.130340
H: -1.574179 -1.266533 -2.259037
H: -2.862127 -1.661134 -1.389903
H: -2.246801 2.245515 0.232185
H: -3.204403 0.877091 1.182000
H: -1.507026 1.489103 1.505206
H: -1.700145 -1.737073 1.308711

Cartesian forces, eV/Å:
1.59 4.49 -1.94
-2.02 -2.62 1.47
-0.50 0.51 0.17
2.17 -3.01 4.39
-0.49 0.88 1.35
-1.84 -0.48 -0.95
2.25 1.48 0.74
-1.76 -0.06 -1.02
-1.69 -2.21 -1.96
1.65 -0.34 -0.71
-0.59 -1.87 0.63
-0.99 -1.28 -2.97
0.55 2.30 0.26
-1.52 1.63 -0.95
1.44 1.13 -1.01
-1.43 -0.52 0.15
1.34 -1.06 -0.69
1.00 -1.90 0.87
0.64 1.00 -0.03
-0.13 1.67 0.49
-0.82 0.13 -0.48
0.97 1.23 -0.24
1.07 -0.03 1.90
-0.89 -1.08 0.54